a) Computed, not measured: the molecule C19H27N3O6S, with ωB97M-V/def2-TZVPD.

Each line ends with the Mulliken charge.
CARTESIAN COORDINATES (ANGSTROEM)
H (3.279, 1.491, -3.772)  0.31
S (-2.356, 1.163, -0.284)  1.31
H (-4.169, 1.457, 1.565)  0.47
H (-4.708, -2.366, 1.349)  0.31
H (-5.579, 0.230, 0.018)  0.24
O (-3.148, 2.359, -0.235)  -0.76
C (1.318, 0.509, 1.134)  0.55
C (4.016, 0.882, 1.198)  -0.29
H (0.804, -1.728, 2.657)  0.29
O (3.182, 1.972, 1.529)  -0.53
C (0.424, -2.828, -1.707)  -0.36
C (-5.275, -0.330, 0.904)  -0.61
C (-4.087, 0.372, 1.559)  -0.83
C (-3.204, -1.336, 0.178)  -0.30
C (0.925, -2.185, -2.991)  -1.12
H (0.701, 1.720, -2.125)  0.17
H (1.987, -2.403, -3.121)  0.34
H (-3.927, 0.006, 2.578)  0.38
H (1.535, 3.890, 1.052)  0.48
C (1.872, 1.797, 1.202)  0.43
N (2.109, -0.596, 1.472)  -0.02
O (-2.082, 0.585, -1.575)  -0.72
C (-4.668, -1.675, 0.507)  -0.70
H (2.405, 3.002, -3.475)  0.46
H (4.962, 1.041, 1.720)  0.32
H (-0.257, -0.384, -2.643)  -0.01
H (0.536, -3.917, -1.760)  0.42
C (2.301, 1.925, -3.576)  -1.56
H (2.288, -2.537, 2.103)  0.42
C (-0.234, 2.764, 0.559)  -0.52
C (0.736, -0.669, -3.018)  0.00
C (-0.006, 0.374, 0.749)  -0.67
H (-0.640, -2.611, -1.562)  0.10
N (-2.948, -0.012, 0.744)  0.07
H (-3.026, -1.285, -0.898)  0.38
C (1.726, 1.355, -2.281)  0.28
C (-0.754, 1.492, 0.440)  -0.24
H (4.211, 0.869, 0.113)  0.17
H (0.828, -0.321, -4.054)  0.43
H (0.379, -2.618, -3.829)  0.45
H (-5.177, -2.130, -0.340)  0.32
H (1.650, 1.722, -4.422)  0.38
O (-0.303, -3.186, 0.927)  -0.69
O (1.741, -0.056, -2.219)  -0.27
C (3.463, -0.484, 1.580)  0.71
H (-2.512, -2.061, 0.617)  0.05
C (1.086, 2.915, 0.954)  -0.80
H (1.880, -1.656, -0.752)  0.27
N (1.161, -2.337, -0.559)  0.10
H (2.341, 1.683, -1.439)  0.05
H (-0.855, 3.613, 0.327)  0.55
C (0.684, -2.519, 0.679)  0.37
C (1.482, -1.858, 1.807)  -0.81
H (-6.127, -0.430, 1.574)  0.43
O (4.179, -1.403, 1.908)  -0.66
H (-0.483, -0.585, 0.673)  0.44

Values from the calculation:
LUMO level = 0.6 eV
structure (SMILES) = CCOCCCNC(=O)CN1C(=O)COc2ccc(S(=O)(=O)N3CCCC3)cc21
HOMO-LUMO gap = 9.4 eV

b) Computed, not measured: the molecule C19H27N3O6S, with ωB97M-V/def2-TZVPD.

Each line ends with the Mulliken charge.
CARTESIAN COORDINATES (ANGSTROEM)
H (-7.059, -0.819, 1.122)  0.38
H (-0.628, -1.956, 1.617)  0.42
C (3.816, -2.345, 0.959)  -0.76
C (4.759, -1.427, 0.180)  -0.40
O (4.689, -1.697, -1.200)  -0.42
C (-3.140, -1.684, -0.931)  -0.52
C (1.489, -1.842, 1.344)  0.37
N (0.654, 2.649, 0.879)  0.05
H (3.366, 1.811, -0.957)  0.32
H (0.337, 3.549, -1.626)  0.23
C (-0.513, 2.046, 1.155)  0.73
H (0.243, 0.403, 2.340)  0.62
H (-4.837, -2.977, -0.836)  0.38
H (-7.356, -1.037, -0.599)  0.29
C (1.073, 4.096, -1.022)  -0.43
C (-5.294, -1.028, -0.071)  1.04
C (-4.789, 0.245, 0.179)  -0.89
H (1.150, 5.129, -1.365)  0.40
C (0.649, 4.035, 0.447)  -0.73
H (-0.358, 4.428, 0.579)  0.42
O (2.355, 3.526, -1.186)  -0.50
C (-3.475, 0.560, -0.119)  -0.40
H (2.671, 2.522, 1.309)  0.25
H (-5.430, 0.997, 0.613)  0.42
H (4.493, -0.377, 0.375)  0.15
C (2.347, 2.173, -0.800)  -0.36
N (-0.110, -0.296, 0.423)  0.92
C (0.064, -1.685, 0.809)  -1.27
H (3.404, -1.761, -2.743)  0.40
H (-6.863, -2.416, 0.381)  0.37
C (-0.476, 0.565, 1.530)  -1.34
O (-0.430, -1.051, -1.916)  -0.80
H (1.640, 1.607, -1.425)  0.19
H (-0.132, -2.311, -0.057)  0.83
S (-0.950, -0.058, -1.013)  1.40
H (-1.479, 0.312, 1.906)  0.53
H (1.358, 4.597, 1.065)  0.29
C (3.380, -1.506, -1.683)  -0.16
O (-1.566, 2.658, 1.221)  -0.75
H (3.830, -2.112, 2.024)  0.42
C (-2.664, -0.413, -0.672)  -0.01
C (-6.724, -1.349, 0.233)  -1.49
H (5.795, -1.600, 0.475)  0.36
H (3.085, -0.453, -1.572)  -0.08
H (-3.076, 1.543, 0.077)  0.40
C (-4.456, -1.987, -0.632)  -0.88
H (1.369, -2.124, -1.339)  0.20
H (4.118, -3.388, 0.804)  0.33
C (1.936, 2.014, 0.672)  -0.06
H (1.896, 0.959, 0.933)  -0.04
O (-0.776, 1.316, -1.374)  -0.64
H (-2.481, -2.410, -1.380)  0.47
C (2.353, -2.386, -0.957)  -0.26
N (2.458, -2.173, 0.472)  0.08
H (2.566, -3.442, -1.169)  0.24
O (1.721, -1.629, 2.523)  -0.70

Values from the calculation:
LUMO level = 0.6 eV
structure (SMILES) = Cc1ccc(S(=O)(=O)N(CC(=O)N2CCOCC2)CC(=O)N2CCOCC2)cc1
HOMO-LUMO gap = 9.5 eV

Stability summary: most stable a), least stable b).

a) Computed, not measured: a cluster of 2 separate species, C3H3BrO2 in total, with ωB97M-V/def2-TZVPD.

Each line ends with the Mulliken charge.
CARTESIAN COORDINATES (ANGSTROEM)
C (-0.461, 0.255, -1.279)  0.22
C (0.665, 0.210, -0.374)  -0.42
C (-0.306, -0.203, 1.530)  0.15
Br (1.874, -1.243, -0.323)  -0.09
O (-1.101, 0.322, 2.258)  -0.31
H (0.158, -1.072, 1.730)  0.31
H (-0.809, -0.850, -1.650)  0.24
O (-1.057, 1.284, -1.569)  -0.48
H (1.036, 1.298, -0.323)  0.39

Values from the calculation:
LUMO level (alpha / beta) = -0.4 / -0.4 eV
HOMO-LUMO gap (alpha / beta) = 9.2 / 9.2 eV

b) Computed, not measured: a cluster of 2 separate species, C3H3BrO2 in total, with ωB97M-V/def2-TZVPD.

Each line ends with the Mulliken charge.
CARTESIAN COORDINATES (ANGSTROEM)
C (-1.278, -0.645, 0.962)  -0.09
H (-2.624, 1.092, 0.590)  0.23
C (-1.952, 0.423, 0.077)  -0.21
H (-1.378, 0.517, -0.842)  0.19
H (2.662, -0.401, -1.372)  0.37
C (2.321, -0.369, -0.351)  0.10
O (2.021, -1.204, 0.453)  -0.33
Br (2.474, 1.492, 0.242)  -0.15
O (-2.245, -0.904, 0.241)  -0.12

Values from the calculation:
LUMO level = 0.3 eV
HOMO-LUMO gap = 9.9 eV

Stability summary: most stable a), least stable b).

a) Computed, not measured: a cluster of 2 separate species, C5H13NO in total, with ωB97M-V/def2-TZVPD.

Each line ends with the Löwdin spin population.
CARTESIAN COORDINATES (ANGSTROEM)
H (2.829, -0.051, 0.041)  0.00
H (1.394, -0.462, -1.050)  0.02
H (0.392, 1.141, -2.105)  0.07
H (-3.267, 0.059, 0.381)  0.00
H (0.433, -1.461, 1.158)  0.00
C (0.997, 0.993, 0.416)  0.01
C (1.468, -1.478, 0.836)  0.00
H (-0.865, 1.890, 0.699)  0.03
H (-3.615, -1.355, -0.073)  0.00
H (1.413, 1.293, 1.390)  0.01
H (1.668, -2.390, 0.278)  0.00
H (-1.062, 0.233, -2.873)  0.06
H (2.032, -1.411, 1.773)  0.00
C (1.773, -0.254, -0.056)  0.01
C (-0.564, 0.636, -1.998)  0.39
O (-3.800, -0.717, 0.622)  0.00
H (-0.822, 0.128, 1.157)  0.00
H (1.307, 1.850, -0.196)  0.01
C (-0.525, 0.868, 0.407)  0.05
N (-1.186, 0.489, -0.806)  0.34

Values from the calculation:
LUMO level (alpha / beta) = 4.1 / 4.1 eV
total charge = -1
HOMO-LUMO gap (alpha / beta) = 3.7 / 7.7 eV
2S+1 = 2

b) Computed, not measured: a cluster of 2 separate species, C5H13NO in total, with ωB97M-V/def2-TZVPD.

Each line ends with the Löwdin spin population.
CARTESIAN COORDINATES (ANGSTROEM)
H (2.986, -1.130, 0.910)  0.00
H (1.555, 0.919, 2.697)  0.00
C (-0.414, 1.490, 0.924)  0.04
H (-1.526, -0.212, -0.608)  0.05
H (-2.427, -0.379, -4.285)  0.13
H (-1.407, 1.367, 1.343)  0.01
H (0.739, -1.743, 0.382)  0.02
O (-2.904, 0.457, -4.463)  0.34
H (2.392, 1.238, 1.216)  0.00
H (-1.076, -1.778, -0.958)  0.10
C (0.498, 0.292, 0.982)  0.01
C (2.633, -0.783, 1.887)  0.01
H (2.101, -1.634, 2.322)  0.00
H (-0.545, 1.855, -0.097)  0.02
N (-1.084, -1.047, -0.246)  0.06
C (1.806, 0.466, 1.728)  0.01
C (0.145, -0.837, 0.380)  0.10
H (3.502, -0.583, 2.532)  0.00
H (0.044, 2.319, 1.480)  0.00
H (-3.799, 0.178, -4.707)  0.08

Values from the calculation:
LUMO level (alpha / beta) = 3.4 / 3.3 eV
total charge = -1
HOMO-LUMO gap (alpha / beta) = 2.3 / 7.9 eV
2S+1 = 2

c) Computed, not measured: a cluster of 2 separate species, C5H13NO in total, with ωB97M-V/def2-TZVPD.

Each line ends with the Löwdin spin population.
CARTESIAN COORDINATES (ANGSTROEM)
O (-0.390, 1.758, -4.387)  0.21
H (-0.753, 1.138, -3.729)  0.08
H (-1.098, 2.941, 0.922)  0.02
H (-2.372, 1.755, 0.914)  0.05
H (2.174, -2.035, 0.600)  0.00
C (0.477, -2.797, 1.844)  0.01
H (1.134, 0.334, 1.716)  0.00
C (0.984, -0.410, 0.986)  0.01
H (-0.345, -2.716, 1.000)  0.01
C (1.536, -1.666, 1.343)  0.01
C (0.054, -0.114, 0.055)  0.11
H (-0.062, -0.953, -0.781)  0.06
N (-0.807, 1.058, -0.160)  0.06
H (-0.648, 2.553, -3.874)  0.07
C (-1.341, 1.866, 0.980)  0.14
H (-1.570, 0.826, -0.816)  0.15
H (-1.103, 1.537, 1.977)  0.00
H (0.946, -3.811, 1.858)  0.00
H (2.207, -1.687, 2.339)  0.00
H (0.004, -2.631, 2.847)  0.00

Values from the calculation:
LUMO level (alpha / beta) = 3.6 / 3.6 eV
total charge = -1
HOMO-LUMO gap (alpha / beta) = 2.7 / 8.1 eV
2S+1 = 2

Stability summary: most stable b), least stable c).

a) Computed, not measured: a cluster of 2 separate species, C5H13NO in total, with ωB97M-V/def2-TZVPD.

Each line ends with the Löwdin spin population.
CARTESIAN COORDINATES (ANGSTROEM)
C (-0.290, -1.251, -1.772)  0.07
N (1.776, -0.696, 0.440)  0.00
O (-4.569, 1.585, 1.068)  0.39
H (-1.318, -1.206, -2.029)  0.03
H (1.354, 2.128, -1.270)  0.00
H (-4.734, 0.636, 0.812)  0.14
H (0.342, -1.125, -2.638)  0.00
H (2.108, -1.736, 0.132)  0.00
H (2.420, -0.662, 2.533)  0.00
H (-0.510, 0.908, -1.441)  0.01
H (-0.220, -2.279, -1.249)  0.01
H (1.005, -1.342, 2.379)  0.01
C (1.159, 0.328, -0.369)  0.01
H (1.223, 0.448, 2.014)  0.01
H (-0.885, -0.199, 0.056)  0.05
C (1.584, -0.543, 1.910)  0.05
C (1.961, 1.463, -0.681)  0.02
C (-0.235, 0.002, -0.898)  0.07
H (-5.250, 1.709, 1.704)  0.09
H (3.080, 1.833, -0.699)  0.00

Values from the calculation:
LUMO level (alpha / beta) = 3.5 / 3.4 eV
total charge = -1
HOMO-LUMO gap (alpha / beta) = 2.3 / 8.8 eV
2S+1 = 2

b) Computed, not measured: a cluster of 2 separate species, C5H13NO in total, with ωB97M-V/def2-TZVPD.

Each line ends with the Löwdin spin population.
CARTESIAN COORDINATES (ANGSTROEM)
C (1.128, 0.314, -0.073)  0.13
H (0.583, -1.223, -1.493)  0.02
H (-1.056, -0.921, 1.977)  0.01
H (0.854, -2.180, 1.416)  0.00
H (-0.054, 2.445, 0.851)  0.05
H (-1.478, -0.713, 0.178)  0.02
H (2.131, 0.518, 0.316)  0.03
H (-0.154, -2.787, 0.101)  0.00
C (-0.718, -0.839, 0.945)  0.03
H (-1.513, 1.619, 0.527)  0.03
H (-0.531, 0.845, -2.013)  0.04
N (0.149, 0.360, 1.035)  0.01
H (2.104, -1.564, -0.642)  0.01
O (-1.164, 0.934, -2.754)  0.24
H (-0.974, 1.877, -2.952)  0.12
C (1.103, -1.144, -0.541)  0.05
C (0.298, -1.892, 0.527)  0.01
H (0.825, 1.065, -0.808)  0.07
C (-0.626, 1.574, 1.176)  0.12
H (-0.907, 1.711, 2.227)  0.01

Values from the calculation:
LUMO level (alpha / beta) = 3.9 / 3.8 eV
total charge = -1
HOMO-LUMO gap (alpha / beta) = 2.8 / 8.7 eV
2S+1 = 2

Stability summary: most stable b), least stable a).

a) Computed, not measured: a cluster of 3 separate species, CH7NO4 in total, with ωB97M-V/def2-TZVPD.

Each line ends with the Mulliken charge.
CARTESIAN COORDINATES (ANGSTROEM)
H (2.778, 3.268, -0.241)  0.32
O (2.173, 2.479, -0.195)  -0.64
O (-2.906, -0.879, 0.898)  -0.57
H (1.572, 0.015, 0.993)  0.31
C (-1.954, -0.893, 0.139)  0.64
H (-0.544, -1.688, -1.177)  0.24
O (-1.317, 0.329, -0.123)  -0.48
H (-1.080, 0.852, 0.573)  0.28
H (-2.080, -2.473, -0.617)  0.25
H (2.041, -1.232, 0.256)  0.32
H (1.386, 2.911, -0.693)  0.32
O (1.397, -0.909, 0.952)  -0.63
N (-1.465, -1.780, -0.765)  -0.36

Values from the calculation:
LUMO level = 0.3 eV
structure (SMILES) = NC(=O)O.O.O
HOMO-LUMO gap = 10.6 eV

b) Computed, not measured: a cluster of 3 separate species, CH7NO4 in total, with ωB97M-V/def2-TZVPD.

Each line ends with the Mulliken charge.
CARTESIAN COORDINATES (ANGSTROEM)
O (0.208, 0.590, -1.548)  -0.42
H (-3.698, -2.754, 0.984)  0.32
O (1.732, -0.392, -2.925)  -0.54
N (2.050, -0.477, -0.707)  -0.35
H (-0.926, 2.918, 0.943)  0.31
O (-0.126, 2.383, 1.038)  -0.62
H (0.451, 1.105, -0.760)  0.32
H (-0.026, 2.509, 1.992)  0.30
O (-3.299, -2.386, 1.774)  -0.64
H (2.797, -1.147, -0.762)  0.19
C (1.343, -0.097, -1.833)  0.67
H (1.895, -0.146, 0.209)  0.14
H (-2.401, -2.105, 1.595)  0.32

Values from the calculation:
LUMO level = 0.1 eV
structure (SMILES) = NC(=O)O.O.O
HOMO-LUMO gap = 10.4 eV

c) Computed, not measured: a cluster of 3 separate species, CH7NO4 in total, with ωB97M-V/def2-TZVPD.

Each line ends with the Mulliken charge.
CARTESIAN COORDINATES (ANGSTROEM)
H (0.637, 1.019, -1.324)  0.30
N (-1.318, 0.343, 0.611)  -0.32
H (-2.174, -0.058, 0.968)  0.22
O (-0.201, -1.074, 2.024)  -0.59
H (1.630, -0.020, 1.258)  0.32
O (0.209, 1.738, -1.804)  -0.63
O (0.394, -1.439, -1.873)  -0.61
H (0.897, 2.408, -1.888)  0.30
C (-0.222, -0.180, 1.213)  0.58
H (0.862, -1.812, -1.116)  0.31
H (-1.232, 0.829, -0.273)  0.26
O (0.909, 0.446, 0.811)  -0.45
H (-0.098, -2.200, -2.203)  0.30

Values from the calculation:
LUMO level = 0.5 eV
structure (SMILES) = NC(=O)O.O.O
HOMO-LUMO gap = 10.9 eV

Stability summary: most stable c), least stable a).

a) Computed, not measured: the molecule C2H3OPS, with ωB97M-V/def2-TZVPD.

Each line ends with the Mulliken charge.
CARTESIAN COORDINATES (ANGSTROEM)
O (1.851, 1.392, -0.341)  -0.48
H (-2.407, -0.879, 1.144)  0.39
H (1.347, -0.542, -1.393)  0.10
S (2.466, 0.112, 0.574)  0.03
H (0.980, 1.626, 0.030)  0.35
C (-1.445, -0.973, 0.738)  0.28
C (-0.328, -1.082, 0.292)  -0.56
P (1.299, -1.456, -0.355)  -0.10

Values from the calculation:
LUMO level = 0.4 eV
structure (SMILES) = C#CPSO
HOMO-LUMO gap = 9.8 eV

b) Computed, not measured: the molecule C2H3OPS, with ωB97M-V/def2-TZVPD.

Each line ends with the Mulliken charge.
CARTESIAN COORDINATES (ANGSTROEM)
P (-0.996, -0.128, -1.429)  -0.09
S (-1.765, -0.399, 0.486)  0.01
C (1.456, 0.762, -0.126)  0.02
O (-0.450, -0.606, 1.397)  -0.43
C (0.590, 0.437, -0.882)  -0.28
H (-0.896, -1.557, -1.494)  0.08
H (2.325, 1.315, 0.222)  0.36
H (-0.264, 0.176, 1.825)  0.34

Values from the calculation:
LUMO level = 0.5 eV
structure (SMILES) = C#CPSO
HOMO-LUMO gap = 9.3 eV

Stability summary: most stable a), least stable b).